# 1
This record from the Open Molecules 2025 dataset describes a 13-piece molecular cluster, C39H104O13 overall at a distorted geometry. The level of theory is the ωB97M-V functional and the def2-TZVPD basis.

Results
**Frontier orbital gap**: 9.852 eV
**Molar mass**: 781.25 g/mol
**Energy relative to the best compared isomer or geometry (same formula, charge and spin)**: 133.14 kcal/mol
**Lowest unoccupied orbital energy**: 0.3 eV
**E_HOMO**: -9.52 eV
**Calculated total energy**: -68742.4014 eV

Geometry as ORCA input:
```
! RIJCOSX wB97M-V def2-TZVPD def2/J DEFGRID3
* xyz 0 1
C 2.76381 -2.29486 6.69528
C 2.62866 -1.49408 5.43526
C 1.36772 -1.83517 4.60972
O 2.56210 -0.20780 5.74257
H 1.86967 -2.32410 7.31798
H 3.57433 -2.01727 7.36916
H 2.90723 -3.36433 6.54111
H 3.48663 -1.63456 4.77779
H 0.55688 -1.45059 5.22840
H 1.28270 -2.88648 4.33473
H 1.42009 -1.37231 3.62427
H 3.19882 -0.07337 6.44834
C -1.49804 1.90907 3.92393
C -1.35013 2.44446 5.31350
C -0.51511 1.49198 6.23405
O -0.90912 3.75657 5.20012
H -0.59898 1.79724 3.31788
H -2.25043 2.47334 3.37293
H -1.71701 0.84339 3.99082
H -2.39824 2.50182 5.60721
H 0.38778 1.25598 5.67084
H -1.15238 0.61881 6.37391
H -0.32352 1.91884 7.21852
H -0.20095 3.77077 4.55214
C -1.33801 0.85009 -4.49322
C -2.64305 0.69264 -5.26653
C -3.86412 1.08814 -4.49425
O -2.66962 1.45373 -6.43037
H -0.97501 1.87736 -4.52580
H -0.59833 0.25321 -5.02681
H -1.38837 0.46552 -3.47455
H -2.86914 -0.34717 -5.50270
H -4.73678 0.43637 -4.53604
H -4.28127 2.05815 -4.76472
H -3.72536 1.03079 -3.41464
H -3.53882 1.45635 -6.83790
C 3.42775 -4.92045 -4.30888
C 3.24152 -3.71323 -3.42941
C 2.63063 -4.04418 -2.10208
O 4.51746 -3.20233 -3.22880
H 3.97570 -4.73284 -5.23227
H 2.56321 -5.53780 -4.55285
H 4.01213 -5.63376 -3.72770
H 2.68670 -2.87576 -3.85240
H 2.51551 -3.13830 -1.50692
H 3.21590 -4.71233 -1.47033
H 1.71901 -4.61743 -2.27077
H 5.03674 -3.78521 -2.67004
C -2.89975 3.68626 -2.25266
C -1.76973 4.64657 -2.05255
C -1.62255 5.10830 -0.65790
O -0.54925 3.95282 -2.39529
H -2.71596 2.88811 -1.53343
H -2.83038 3.32748 -3.27959
H -3.88998 4.04762 -1.97526
H -1.80554 5.48987 -2.74223
H -2.36419 5.82639 -0.30801
H -0.70592 5.64408 -0.41129
H -1.68123 4.28919 0.05885
H -0.49324 3.12299 -1.91587
C 2.42026 5.87131 2.80739
C 1.43341 4.87489 2.18365
C 2.01738 3.84172 1.27983
O 0.82144 4.25780 3.23843
H 2.65780 6.73182 2.18194
H 3.36419 5.42061 3.11394
H 2.07449 6.42722 3.67888
H 0.74123 5.46388 1.58193
H 1.29676 3.64766 0.48538
H 2.39346 2.99617 1.85577
H 2.95104 4.11132 0.78618
H 1.53697 4.00778 3.82758
C -4.41740 4.08288 1.61721
C -4.43142 2.56370 1.39932
C -4.86615 1.71544 2.56534
O -5.39238 2.24965 0.43389
H -3.78136 4.37378 2.45323
H -5.45077 4.29518 1.89142
H -4.20062 4.60196 0.68359
H -3.48031 2.14969 1.06456
H -4.66306 0.68042 2.29040
H -5.93496 1.78723 2.76680
H -4.27065 1.94267 3.44957
H -5.24773 2.77811 -0.35441
C 3.84691 -1.62790 1.99383
C 4.60545 -1.66919 0.70105
C 5.39195 -0.35998 0.34321
O 5.60023 -2.63546 0.79021
H 3.46104 -2.62041 2.22647
H 3.00365 -0.93882 1.94711
H 4.61926 -1.27051 2.67490
H 3.94125 -2.04190 -0.07871
H 5.62122 -0.38056 -0.72221
H 6.25874 -0.22094 0.98929
H 4.77431 0.52169 0.51435
H 6.13646 -2.46714 1.56849
C 5.65793 1.93207 -2.76185
C 4.88115 2.58614 -3.92921
C 3.32285 2.19666 -4.10622
O 4.88294 3.93985 -3.54084
H 5.76899 0.84939 -2.82161
H 5.06956 2.22059 -1.89084
H 6.62713 2.39296 -2.57128
H 5.46805 2.47174 -4.84056
H 2.85626 2.51560 -5.03825
H 2.71437 2.56436 -3.28000
H 3.24728 1.11408 -4.00415
H 4.42313 4.06648 -2.70769
C -5.56773 -1.94241 -1.72635
C -5.28097 -1.14347 -0.45518
C -3.95298 -0.41374 -0.49125
O -6.29211 -0.13949 -0.34755
H -6.47443 -2.51160 -1.52137
H -4.80541 -2.69359 -1.93299
H -5.62133 -1.38298 -2.66031
H -5.35510 -1.81038 0.40380
H -3.72118 0.06353 0.46090
H -3.83862 0.27977 -1.32436
H -3.21661 -1.18592 -0.71394
H -5.91919 0.62811 0.09213
C 0.60678 -4.61405 1.11323
C -0.49126 -5.55233 0.79679
C -0.15494 -6.90561 1.49108
O -1.63246 -4.90480 1.26208
H 1.52642 -5.01719 0.68913
H 0.71698 -4.28496 2.14650
H 0.48921 -3.58320 0.77910
H -0.55656 -5.53222 -0.29106
H -0.19077 -6.89160 2.58040
H 0.81791 -7.28582 1.17947
H -0.97855 -7.54130 1.16605
H -1.68838 -5.16080 2.18563
C -0.31835 -0.09012 1.00220
C 0.59232 0.50985 -0.09516
C 1.39793 -0.56211 -0.86859
O -0.27438 1.11553 -1.01458
H -1.03032 0.59471 1.46285
H 0.38489 -0.47642 1.73999
H -0.74234 -1.00284 0.58355
H 1.23613 1.23262 0.40606
H 1.95561 -1.13550 -0.12809
H 2.10404 -0.22190 -1.62606
H 0.73021 -1.32136 -1.27577
H -0.70430 0.52261 -1.63524
C -2.48898 -2.15574 -3.37159
C -2.02709 -3.28701 -2.44055
C -1.31972 -4.43744 -3.15782
O -1.16721 -2.78377 -1.50834
H -1.60543 -1.78912 -3.89410
H -3.01989 -1.41165 -2.77782
H -3.15666 -2.41659 -4.19272
H -2.92218 -3.69998 -1.97540
H -2.03442 -5.09491 -3.65283
H -0.77100 -5.17173 -2.56805
H -0.65174 -4.07174 -3.93767
H -1.01672 -3.58961 -1.00877
*
```

Here are the Löwdin charges for atoms 1 to 6, given in e: atom 1 (C): -0.055, atom 2 (C): -0.576, atom 3 (C): -0.023, atom 4 (O): -0.018, atom 5 (H): 0.087, atom 6 (H): 0.080


# 2
This record from the Open Molecules 2025 dataset describes C24H36FeNOP2 as an isolated structure at a distorted geometry. The level of theory is the ωB97M-V functional and the def2-TZVPD basis.

Results
**Frontier orbital gap (spin up / spin down)**: 6.160 / 6.232 eV
**<S²>**: 6.05
**Molar mass**: 472.35 g/mol
**Energy relative to the best compared isomer or geometry (same formula, charge and spin)**: 13.06 kcal/mol
**Lowest unoccupied orbital energy (spin up / spin down)**: 3.0 / 2.9 eV
**E_HOMO (spin up / spin down)**: -3.21 / -3.29 eV
**Calculated total energy**: -81975.4546 eV

Geometry as ORCA input:
```
! RIJCOSX wB97M-V def2-TZVPD def2/J DEFGRID3
* xyz -1 5
Fe -0.05217 0.05585 1.48433
C 2.59135 0.20846 -2.27495
C 3.27738 0.15791 -0.91314
C 3.98065 -1.18503 -0.70897
P 2.06668 0.47592 0.48881
C 3.23741 0.85015 1.88471
C 3.37646 -0.41017 2.74824
C 2.72783 1.98950 2.77417
C 1.46579 2.15287 -0.02663
C 2.39121 3.13318 -0.39312
C 2.03242 4.43867 -0.67501
C 0.69395 4.79314 -0.54563
C -0.23737 3.84019 -0.18537
C 0.09282 2.48808 0.03152
N -0.90801 1.56095 0.40877
C -1.77030 1.10237 -0.58684
C -2.35697 2.00043 -1.51766
C -3.26328 1.60482 -2.47369
C -3.67370 0.27515 -2.55230
C -3.13796 -0.61304 -1.64098
C -2.20411 -0.25302 -0.66535
P -1.46803 -1.52593 0.46387
C -1.06397 -2.99376 -0.65270
C -0.26469 -2.48221 -1.84488
C -2.12350 -4.00448 -1.08259
C -2.87430 -2.14073 1.52108
C -2.97235 -1.25000 2.76288
C -4.25351 -2.26712 0.87883
H 3.32879 0.07728 -3.07208
H 1.86015 -0.59183 -2.37024
H 2.07460 1.15543 -2.42977
H 4.03326 0.94805 -0.87680
H 3.24853 -1.98585 -0.57290
H 4.58683 -1.42553 -1.58736
H 4.63440 -1.17704 0.16246
H 4.19793 1.12638 1.42856
H 2.39267 -0.60141 3.19223
H 3.69459 -1.28838 2.18625
H 4.10183 -0.23341 3.54797
H 1.73781 1.70913 3.15219
H 3.41560 2.10127 3.61762
H 2.67604 2.93803 2.24211
H 3.44166 2.86450 -0.42815
H 2.78407 5.16830 -0.94839
H 0.37900 5.81844 -0.70285
H -1.26589 4.12792 -0.01802
H -2.06322 3.03468 -1.46862
H -3.66961 2.34148 -3.15865
H -4.39162 -0.05436 -3.29209
H -3.44922 -1.64729 -1.68442
H -0.36631 -3.52841 0.00476
H -0.91400 -1.97422 -2.55984
H 0.48147 -1.76591 -1.50683
H 0.24081 -3.30799 -2.35398
H -2.85545 -3.57454 -1.76670
H -1.62923 -4.82398 -1.61343
H -2.65743 -4.42925 -0.23206
H -2.53126 -3.14010 1.82224
H -3.30207 -0.24928 2.46547
H -3.71913 -1.66697 3.44587
H -2.00842 -1.09830 3.25590
H -4.62966 -1.27531 0.62260
H -4.27336 -2.87723 -0.02306
H -4.94233 -2.71291 1.60235
O 0.04846 0.01646 3.21024
*
```

Here are the Löwdin charges for atoms 1 to 6, given in e: atom 1 (Fe): 0.264, atom 2 (C): -0.115, atom 3 (C): -0.560, atom 4 (C): -0.133, atom 5 (P): 1.039, atom 6 (C): -0.544